Record 1
{
  "formula": "C38H84N7O15P",
  "method": "wB97M-V/def2-TZVPD",
  "total_charge": 0,
  "homo_ev": -8.02,
  "homo_lumo_gap_ev": 8.0,
  "smiles": "[H]/N=C(/C)C[C@@](CCN(CC)C(C)=O)(O[C@@H](CC=O)CCCCN/C(N)=N\\[H])[C@@H]([PH2]=N)N(COO)CC(=O)O.COCCOC.COCCOC.COCCOC.COCCOC",
  "elements": ["C", "C", "N", "C", "C", "C", "C", "C", "C", "N", "O", "C", "C", "C", "O", "C", "C", "C", "C", "N", "C", "N", "N", "C", "P", "N", "N", "C", "O", "O", "C", "C", "O", "O", "C", "C", "O", "H", "H", "H", "H", "H", "H", "H", "H", "H", "H", "H", "H", "H", "H", "H", "H", "H", "H", "H", "H", "H", "H", "H", "H", "H", "H", "H", "H", "H", "H", "H", "H", "H", "H", "H", "H", "H", "H", "H", "H", "H", "H", "H", "H", "C", "O", "C", "C", "O", "C", "H", "H", "H", "H", "H", "H", "H", "H", "H", "H", "C", "O", "C", "C", "O", "C", "H", "H", "H", "H", "H", "H", "H", "H", "H", "H", "C", "O", "C", "C", "O", "C", "H", "H", "H", "H", "H", "H", "H", "H", "H", "H", "C", "O", "C", "C", "O", "C", "H", "H", "H", "H", "H", "H", "H", "H", "H", "H"],
  "coordinates": [[-3.273626, 4.139702, -4.306862], [-2.071634, 4.938735, -5.000191], [-0.849214, 4.172252, -5.329525], [0.086614, 3.944693, -4.210820], [-0.200975, 2.679289, -3.276824], [0.815533, 2.513497, -2.017849], [2.232019, 3.243279, -2.208045], [2.348225, 4.765231, -1.788904], [2.537520, 5.296558, -0.266852], [2.378969, 5.757819, -2.672910], [1.142339, 1.099469, -1.759566], [1.876543, 0.473614, -2.815611], [3.412393, 0.097326, -2.456607], [3.666094, -1.448003, -2.172723], [4.312101, -2.236996, -2.900351], [1.021042, -0.863779, -3.210112], [0.366240, -1.591789, -1.943073], [-0.548875, -2.806090, -2.543558], [-2.111213, -2.550916, -2.175001], [-2.199139, -2.642776, -0.676730], [-3.589756, -2.714701, -0.194758], [-3.768446, -2.952524, 1.101101], [-4.705743, -2.492296, -1.127098], [0.043789, 2.959667, -0.641828], [-0.924008, 4.606009, -0.812336], [-1.935103, 4.821457, 0.441537], [-0.750090, 1.929800, 0.005295], [-1.812571, 1.289632, -0.736821], [-3.010264, 2.125359, -0.967749], [-3.635931, 1.545102, -2.030813], [-0.132786, 1.179593, 1.100632], [-0.485802, 1.672438, 2.582129], [-0.715063, 0.789182, 3.449883], [-0.525668, 3.027235, 3.015609], [-1.044397, 3.032451, -6.221632], [-0.255978, 3.080625, -7.638864], [-1.713277, 1.994876, -6.007818], [-3.094304, 3.033471, -4.123112], [-4.257300, 4.260189, -4.896313], [-3.487989, 4.620787, -3.279855], [-1.750559, 5.864123, -4.393026], [-2.486963, 5.366493, -5.991323], [0.063699, 4.879228, -3.532649], [1.151377, 3.896527, -4.659605], [-0.190658, 1.755046, -3.971583], [-1.300355, 2.763426, -2.947486], [2.984204, 2.663436, -1.548461], [2.640173, 3.150594, -3.284041], [2.566393, 4.447440, 0.492626], [1.819356, 6.137281, -0.004491], [3.591625, 5.768935, -0.256900], [2.309861, 5.386967, -3.632132], [1.929258, 1.052224, -3.806017], [3.839505, 0.679203, -1.575133], [4.062959, 0.372072, -3.368017], [3.263225, -1.884058, -1.181125], [0.131588, -0.448586, -3.825227], [1.586494, -1.552810, -3.920813], [-0.328719, -0.940375, -1.322857], [1.121974, -2.065100, -1.232940], [-0.499368, -2.756694, -3.688869], [-0.191490, -3.828131, -2.190358], [-2.796265, -3.317147, -2.704648], [-2.468169, -1.523221, -2.559571], [-1.668727, -3.502838, -0.439870], [-2.808272, -3.034355, 1.499526], [-5.563489, -2.707248, -0.600482], [-4.748578, -1.485824, -1.367080], [0.910440, 3.208844, 0.083662], [-1.762044, 4.649662, -1.982082], [-0.070866, 5.758562, -0.816642], [-1.867696, 4.030946, 1.097329], [-2.201139, 0.387576, -0.121376], [-1.520344, 0.836577, -1.761366], [-4.051665, 0.692733, -1.734449], [1.011260, 1.255902, 0.991397], [-0.373381, 0.053462, 1.053817], [0.337150, 3.463391, 2.835713], [-0.997720, 2.844763, -8.472691], [0.537641, 2.241720, -7.671147], [0.267909, 4.077696, -7.795385], [5.231570, 3.616976, 2.364205], [4.684452, 4.926441, 2.300925], [4.267849, 5.402671, 3.579211], [5.281525, 6.376676, 4.166888], [6.507821, 5.719133, 4.486861], [7.517111, 5.955545, 3.516544], [5.727486, 3.408464, 1.414022], [5.964861, 3.519904, 3.168157], [4.427984, 2.886654, 2.507339], [4.080927, 4.568773, 4.264914], [3.320951, 5.930985, 3.427900], [4.882196, 6.777093, 5.103888], [5.456777, 7.218367, 3.488763], [7.896812, 6.976820, 3.616319], [7.147533, 5.799136, 2.499141], [8.335124, 5.256944, 3.698743], [0.713853, 8.342732, 1.900417], [1.014098, 7.378901, 2.900677], [0.968395, 7.931097, 4.214595], [-0.327265, 7.558673, 4.925316], [-1.453305, 8.177704, 4.306453], [-2.177961, 7.277522, 3.475979], [0.543261, 7.815972, 0.959493], [-0.182396, 8.917428, 2.144609], [1.564112, 9.020521, 1.772927], [1.103848, 9.017780, 4.186666], [1.808976, 7.502908, 4.770168], [-0.284417, 7.931710, 5.953453], [-0.454758, 6.471766, 4.966707], [-2.748149, 6.578349, 4.094757], [-1.517904, 6.719925, 2.805958], [-2.874171, 7.858780, 2.869899], [0.596958, -8.692227, -0.225650], [-0.590294, -9.260093, 0.309937], [-1.036392, -8.576063, 1.480701], [-2.198896, -7.642334, 1.166670], [-1.783613, -6.558943, 0.333879], [-2.155189, -6.746916, -1.023466], [0.752411, -9.106009, -1.223670], [0.528156, -7.604663, -0.306397], [1.451939, -8.962475, 0.402129], [-0.211241, -8.032177, 1.953475], [-1.380605, -9.340081, 2.184487], [-2.560305, -7.203455, 2.101583], [-3.029505, -8.188944, 0.708461], [-3.231093, -6.584194, -1.138841], [-1.894060, -7.746448, -1.382021], [-1.621011, -6.011140, -1.627920], [-1.518346, -12.494505, 1.943087], [-1.212389, -13.435438, 2.963438], [-1.229327, -12.850334, 4.263379], [-2.516157, -13.187650, 5.006688], [-3.647099, -12.569369, 4.392596], [-4.396467, -13.478838, 3.600655], [-1.709782, -13.043095, 1.019172], [-2.404543, -11.902715, 2.185892], [-0.662761, -11.830451, 1.784725], [-1.081691, -11.766191, 4.205673], [-0.384587, -13.274753, 4.814454], [-2.449865, -12.789168, 6.023874], [-2.656208, -14.271236, 5.078234], [-4.963509, -14.155180, 4.247447], [-3.754753, -14.061024, 2.933424], [-5.096865, -12.904149, 2.992706]],
  "atomic_forces_ev_per_a": [[-0.759, 0.685, 0.910], [-1.191, 0.491, -0.691], [-0.402, -0.535, 0.290], [0.937, 0.228, 0.804], [-0.267, -0.424, -0.871], [-0.547, -0.211, 0.020], [0.944, 0.317, 0.587], [-0.056, 2.702, -1.077], [1.185, -0.545, -0.922], [-0.056, -2.900, 1.976], [0.195, 1.238, -1.205], [0.139, -2.242, -1.210], [0.622, -0.345, -0.618], [1.274, -1.580, -0.827], [-2.066, 2.926, 1.939], [-0.750, 1.457, 0.407], [-0.335, -1.512, -0.774], [-0.959, 1.267, -0.407], [0.880, -0.519, -0.729], [-2.021, -0.372, -1.965], [0.719, -0.397, 3.084], [0.595, 0.555, -3.445], [1.238, 0.274, 1.495], [2.481, 0.356, -0.652], [-2.825, 0.318, 3.205], [1.599, -0.700, -1.001], [-0.601, 0.170, -0.596], [-0.494, -2.127, 0.078], [2.191, 0.192, 1.621], [-1.405, -1.423, -1.809], [0.883, 0.009, 0.443], [-0.523, -2.709, 3.276], [0.661, 3.315, -3.417], [0.891, -1.753, -1.262], [-0.197, -2.632, -1.327], [0.091, -0.086, 0.595], [1.756, 3.529, -0.012], [-0.081, 1.495, -0.473], [1.634, -0.271, 0.774], [0.264, -0.825, -1.464], [-0.431, -1.568, -0.805], [0.772, -0.654, 1.450], [0.013, -1.275, -1.332], [-1.592, -0.103, 0.732], [0.183, 1.291, 1.308], [1.784, -0.215, -0.239], [-1.299, 0.904, -0.896], [-0.855, 0.144, 1.666], [-0.234, 1.263, -0.893], [0.796, -1.364, -0.351], [-1.654, -0.789, 0.065], [0.012, 0.076, 0.426], [-0.222, -0.328, 1.716], [-0.801, -0.743, -0.961], [-0.960, -0.517, 1.357], [0.377, 0.824, -1.189], [1.270, -0.727, 0.893], [-0.549, 0.763, 1.212], [1.181, -0.586, -0.980], [-0.823, 0.852, -0.958], [0.102, -0.340, 1.620], [-0.589, 1.268, -0.433], [1.146, 1.050, 0.864], [0.793, -1.368, 0.705], [-0.794, 0.733, 0.318], [-0.937, -0.103, -0.177], [0.559, 0.180, -0.182], [0.083, -0.901, 0.028], [-1.555, -0.205, -1.020], [1.150, -0.041, 0.017], [0.039, -0.855, -0.898], [-0.172, 0.465, -0.309], [0.797, 1.306, -0.739], [-0.255, 1.122, 1.388], [0.443, 1.054, 0.176], [-1.587, -0.151, 0.227], [0.186, 1.896, 0.213], [-0.822, -0.199, -0.212], [0.961, 0.447, 1.176], [-1.302, 1.274, 0.246], [-0.825, -1.288, 0.153], [-0.055, 0.139, -0.176], [0.174, -0.266, 0.242], [-0.022, 0.476, -0.277], [0.024, -0.466, 0.360], [-0.122, 0.113, -0.371], [0.026, -0.058, 0.120], [-0.078, 0.084, 0.023], [-0.051, -0.001, 0.015], [0.054, -0.117, 0.084], [0.133, 0.040, 0.000], [-0.022, 0.027, 0.007], [-0.042, 0.014, -0.032], [-0.040, -0.096, -0.053], [0.045, 0.023, -0.109], [-0.016, 0.040, 0.036], [-0.079, 0.047, 0.092], [0.092, -0.129, -0.051], [-0.076, 0.272, 0.022], [-0.105, -0.527, 0.007], [-0.155, 0.601, -0.087], [0.316, -0.266, -0.009], [-0.030, 0.012, -0.069], [0.007, -0.030, 0.108], [0.023, -0.038, 0.026], [-0.045, 0.095, -0.038], [-0.107, -0.052, -0.010], [0.016, 0.019, 0.060], [0.061, -0.032, 0.015], [0.063, 0.027, -0.090], [-0.009, -0.084, -0.066], [-0.080, -0.011, 0.023], [0.059, 0.021, 0.108], [-0.032, -0.204, -0.052], [0.116, 0.380, 0.098], [-0.374, -0.294, -0.284], [0.397, 0.327, 0.253], [-0.027, -0.273, -0.172], [-0.006, 0.091, 0.085], [-0.069, -0.047, 0.105], [-0.013, -0.010, 0.047], [0.073, 0.102, -0.026], [-0.072, 0.053, -0.083], [-0.024, 0.033, 0.036], [-0.015, -0.044, -0.005], [0.107, -0.032, -0.023], [-0.029, -0.047, -0.106], [-0.021, 0.032, 0.030], [-0.017, 0.018, 0.079], [0.155, -0.124, -0.057], [-0.225, 0.326, 0.104], [-0.053, -0.570, -0.057], [-0.027, 0.585, -0.058], [0.189, -0.328, -0.110], [-0.035, 0.116, 0.014], [0.073, -0.024, 0.109], [0.013, -0.002, 0.039], [-0.080, 0.108, -0.077], [-0.112, -0.039, 0.004], [-0.006, 0.028, 0.044], [0.036, -0.029, 0.004], [0.062, 0.036, -0.095], [-0.022, -0.094, -0.064], [-0.001, 0.007, 0.058], [0.044, 0.037, 0.115]]
}

=====

Record 2
{
  "formula": "C6H32NO10",
  "method": "wB97M-V/def2-TZVPD",
  "total_charge": 0,
  "homo_ev": [-2.86, -6.77],
  "homo_lumo_gap_ev": [2.5, 6.4],
  "spin_multiplicity": 2,
  "s2": 0.7527,
  "relative_energy_kj_mol": 343.1,
  "elements": ["O", "C", "C", "C", "C", "C", "C", "N", "H", "H", "H", "H", "H", "H", "H", "H", "H", "H", "H", "H", "H", "H", "H", "H", "O", "H", "H", "O", "H", "H", "O", "H", "H", "O", "H", "H", "O", "H", "H", "O", "H", "H", "O", "H", "H", "O", "H", "H", "O"],
  "coordinates": [[-2.253828, -0.881697, -1.543838], [-3.250126, -0.262489, -1.385651], [-3.091029, 0.931104, -0.393750], [-3.347094, 0.543218, 1.008257], [-2.801331, -0.922275, 1.496479], [-1.348002, -0.814546, 1.197760], [-0.653972, 0.305638, 1.947838], [0.662308, 0.491661, 1.204438], [-4.333189, -0.603897, -1.599113], [-3.898949, 1.627369, -0.850649], [-2.139827, 1.425537, -0.650004], [-2.957031, 1.336871, 1.613156], [-4.488413, 0.794881, 1.142879], [-3.567561, -1.595128, 0.977625], [-2.930303, -0.791873, 2.625757], [-1.026929, -1.024645, 0.218854], [-0.849812, -1.884993, 1.550294], [-1.140200, 1.333026, 1.981224], [-0.318168, 0.028095, 3.085856], [0.318743, 1.093381, 0.361275], [1.260023, 1.151108, 1.698976], [1.064051, -0.390247, 0.812317], [3.605044, -0.322461, 2.794681], [4.104579, 1.100141, 2.348511], [3.250183, 0.429493, 2.309770], [2.766837, -1.413923, -1.177333], [1.298109, -0.939344, -1.558040], [1.979523, -0.908527, -0.795056], [-0.412704, 3.861340, 1.837034], [0.690864, 4.026491, 0.682477], [0.110011, 3.371542, 1.161118], [-0.863345, -3.709554, -1.542875], [-1.181804, -2.296692, -1.781870], [-0.414888, -2.913563, -1.925223], [3.624648, -0.669094, 0.239016], [4.155050, -1.830900, 1.171063], [4.323003, -1.164850, 0.436190], [-1.351468, 2.358416, -1.340178], [-0.301097, 1.409168, -2.156734], [-0.455572, 2.068264, -1.650733], [-0.501898, -1.141189, -2.847807], [0.414958, 0.156089, -3.511548], [0.106768, -0.317257, -2.713624], [2.333281, 2.278342, -0.931501], [2.793836, 3.013688, -2.231883], [2.700628, 3.140574, -1.210049], [1.089524, -4.218888, 1.254229], [1.920836, -3.037182, 0.944548], [1.046109, -3.230162, 1.329333]],
  "atomic_forces_ev_per_a": [[6.779, -5.916, -1.958], [-6.506, 5.052, 1.609], [-2.269, 0.339, -3.901], [-2.710, 0.274, 1.256], [-3.010, 3.929, 0.018], [1.448, -4.834, 2.831], [1.789, -0.093, 2.192], [-2.258, 2.071, -1.931], [1.226, 0.246, 0.227], [1.014, -0.448, 1.395], [-0.560, -0.928, 0.991], [0.481, 0.384, 0.960], [1.815, -1.473, 0.120], [1.928, 0.204, 0.866], [-0.132, -1.032, -1.343], [-0.214, 1.209, -1.834], [-0.900, 2.546, 0.039], [0.576, -1.614, -0.217], [-1.145, 0.522, -2.690], [0.876, -1.278, 0.983], [0.563, -0.717, 0.057], [0.144, 0.821, 0.528], [-0.099, -0.083, 0.069], [-3.344, -2.515, -0.307], [3.275, 3.001, 0.618], [-1.642, 0.864, 0.792], [0.758, 0.335, 1.146], [0.646, -1.152, -2.190], [0.722, -0.292, -0.879], [-1.032, -0.917, 0.731], [0.390, 1.126, 0.128], [0.967, 0.655, -0.615], [0.070, 0.249, 0.101], [-1.496, -0.862, 0.779], [-4.813, 3.067, -0.481], [-0.078, 1.693, -1.716], [5.490, -5.064, 2.172], [1.472, -1.079, -1.419], [-0.041, -7.503, -5.185], [-0.769, 9.111, 6.625], [1.287, 2.531, -0.350], [-0.583, -1.207, 0.133], [-0.139, -1.215, -0.400], [0.124, 0.574, -0.263], [-0.322, 0.448, 2.879], [0.146, -0.999, -2.539], [-0.559, 1.172, 0.293], [-0.560, 0.461, -0.031], [1.194, -1.661, -0.293]]
}

=====

Number 1: DFT total energy -3350.9509 hartree. Number 2: DFT total energy -1054.6649 hartree.